one:
Molecular formula: C4H13N2
Method: DFT, ωB97M-V/def2-TZVPD

Structure (XYZ):
```
19
Properties=species:S:1:pos:R:3
N 2.1092 1.3930 0.9596
N 1.7097 -0.3763 -1.1468
C -1.6315 -0.4827 -0.2766
C -2.6195 0.0170 0.6939
C -0.4030 0.0425 -0.4317
C 0.4507 -0.1686 -1.6742
H -3.4017 0.5559 0.1338
H 1.8173 -1.3938 -0.9555
H 3.1291 1.4476 0.9722
H -0.0741 0.8285 0.2416
H 0.6906 -1.4966 2.0568
H 1.8760 2.2182 0.3971
H 1.9716 0.6009 0.3100
H 0.4029 0.6289 -2.4049
H -2.2550 0.6049 1.5324
H 0.0550 -1.0022 -2.2624
H 1.3865 -1.3985 1.8213
H -2.0127 -1.1738 -1.0207
H -3.2012 -0.8450 1.0542
```

Properties
Charge = +1
HOMO = -14.24 eV

Here are the Mulliken charges for atoms 1 to 4, given in e: number 1, N, carries -0.667; number 2, N, carries -0.225; number 3, C, carries -0.056; number 4, C, carries -1.193



two:
Molecular formula: C4H13N2
Method: DFT, ωB97M-V/def2-TZVPD

Structure (XYZ):
```
19
Properties=species:S:1:pos:R:3
N -0.3313 -0.5839 0.8236
N -2.3765 0.7784 -0.4394
C -3.6529 0.3012 0.0710
C 2.8834 -0.3253 -1.5745
C 0.1984 0.4238 1.7006
C 4.0120 -0.7341 -0.9726
H 2.8250 0.4330 -2.3630
H 5.0417 -0.5429 -1.3798
H 3.7884 -1.4907 -0.2546
H -0.3613 -1.4023 1.3339
H 1.2080 0.0591 2.1313
H 1.8287 -0.7668 -1.3227
H -4.5142 0.8954 -0.5451
H -2.2488 1.7571 -0.2941
H -3.7051 0.2401 1.2216
H -0.4696 0.6317 2.5876
H -1.5307 0.2075 0.0846
H -3.8864 -0.7542 -0.3314
H 0.3336 1.3780 1.0951
```

Properties
Charge = +1
HOMO = -12.86 eV

Here are the Mulliken charges for atoms 1 to 4, given in e: number 1, N, carries -0.234; number 2, N, carries -0.287; number 3, C, carries -0.654; number 4, C, carries -0.401



three:
Molecular formula: C4H13N2
Method: DFT, ωB97M-V/def2-TZVPD

Structure (XYZ):
```
19
Properties=species:S:1:pos:R:3
N -1.2673 -0.9202 0.6772
N -3.4906 -1.5469 -2.0024
C -1.0696 0.1519 -0.1872
C 1.5497 0.5327 0.0601
C 2.8159 -0.2199 -0.0049
C 0.4055 -0.1499 -0.2820
H -1.9713 -0.6523 1.3911
H -3.8426 -2.4831 -1.8697
H 1.4788 1.6102 0.1988
H 2.6507 -1.2203 0.4191
H 0.5780 -1.2204 -0.3822
H 3.7305 0.2585 0.3308
H 3.0300 -0.4792 -1.0621
H -1.1824 1.1655 0.2250
H 1.8660 3.9839 3.7172
H -2.6526 -1.4530 -1.4472
H 2.1398 3.9138 4.3754
H -3.2298 -1.4552 -2.9749
H -1.5386 0.1838 -1.1821
```

Properties
Charge = +1
HOMO = -13.37 eV

Here are the Mulliken charges for atoms 1 to 4, given in e: number 1, N, carries -0.236; number 2, N, carries -0.634; number 3, C, carries -0.217; number 4, C, carries 0.215



four:
Molecular formula: C4H13N2
Method: DFT, ωB97M-V/def2-TZVPD

Structure (XYZ):
```
19
Properties=species:S:1:pos:R:3
N -1.9870 -0.4878 -0.6967
N -0.3615 0.5806 1.3233
C -0.8430 -1.4247 -0.4762
C 0.4166 -0.5720 -0.7397
C 1.9674 1.0820 0.4014
C 0.5609 0.6828 0.1061
H -0.4640 1.5048 1.7279
H -1.2374 0.3044 0.8425
H -0.8612 -2.1859 -1.2579
H -0.1645 -0.0319 2.1132
H -0.8160 -1.9550 0.4640
H 1.3358 -1.1247 -0.8839
H 2.4225 1.5321 -0.4759
H -2.8712 -0.9152 -0.4099
H -2.0606 -0.4693 -1.7080
H 0.1072 1.5585 -0.3598
H 0.2296 -0.2634 -1.7692
H 2.6559 0.2924 0.6677
H 1.9705 1.8924 1.1311
```

Properties
SMILES = C[C@H]([NH3+])CCN
Charge = +1
HOMO = -14.49 eV

Here are the Mulliken charges for atoms 1 to 4, given in e: number 1, N, carries -0.624; number 2, N, carries -0.293; number 3, C, carries -0.856; number 4, C, carries -0.721



Stability, highest: four



one:
Molecular formula: H18NO12
Method: DFT, ωB97M-V/def2-TZVPD

Structure (XYZ):
```
31
Properties=species:S:1:pos:R:3
O 0.2640 1.1208 -0.9395
O -1.6851 2.1961 0.1224
O -1.1700 -1.9611 0.9822
O 2.3311 1.2026 0.2663
O 1.5611 -2.5793 0.7334
O -0.1687 -0.1965 -2.9896
O 1.3748 -2.0332 -1.2021
O -1.1470 -0.0928 0.1851
O -2.8871 0.9772 1.6341
O 0.9582 -0.4182 0.1768
O -0.8828 -0.3867 2.7152
O 0.8108 1.8902 -2.6252
N -0.0278 0.1923 -0.1743
H -0.2400 0.2252 -2.1332
H 1.5845 0.6473 0.0417
H 1.3496 -1.6636 0.9148
H -1.9873 1.6839 -0.6277
H 1.3871 -3.0337 1.5578
H 0.7728 -0.2440 -3.1560
H -0.8728 -1.9429 1.8919
H -0.8907 -1.1196 0.6216
H 2.1396 2.0426 -0.1509
H -2.3061 0.4215 1.1145
H -0.7811 1.9123 0.2582
H 0.2989 2.0036 -1.8244
H -3.3040 0.3768 2.2521
H -0.3044 -0.0590 3.4038
H 1.7308 -1.6932 -2.0230
H 1.1774 -1.2525 -0.6845
H 1.6610 1.5705 -2.3232
H -0.7466 0.2131 1.9817
```

Properties
Charge = -1
HOMO = -6.06 eV

Here are the Mulliken charges for atoms 1 to 4, given in e: number 1, O, carries -0.892; number 2, O, carries -0.722; number 3, O, carries -0.823; number 4, O, carries -0.818



two:
Molecular formula: H18NO12
Method: DFT, ωB97M-V/def2-TZVPD

Structure (XYZ):
```
31
Properties=species:S:1:pos:R:3
O -19.9176 31.3355 31.8392
O -16.8736 29.6955 28.8033
O -19.1636 30.7019 27.0748
O -22.0770 32.9119 31.3144
O -15.8214 30.9340 33.0403
O -17.9228 33.7889 29.4514
O -19.7434 31.1106 29.6650
O -18.7966 33.7613 33.1433
O -22.7514 30.8814 29.0702
O -17.9787 31.1257 30.9751
O -19.0964 27.5542 29.1793
O -21.5424 29.0069 32.6161
N -19.2524 30.9859 30.8424
H -21.4350 28.4200 31.9645
H -22.1129 31.2198 29.7783
H -21.9075 33.6862 30.5703
H -18.8190 28.4019 28.8563
H -21.0550 29.8901 32.4678
H -19.4359 30.7038 28.0391
H -21.1986 32.5285 31.7977
H -18.2945 30.4607 27.1882
H -22.3316 29.9086 28.6552
H -16.4552 31.3969 32.6161
H -16.3849 30.2655 33.4043
H -19.1956 27.1134 28.4281
H -17.2391 30.0527 29.7633
H -18.2753 34.2687 32.4803
H -19.2374 33.0445 32.8473
H -16.0039 29.1807 29.0516
H -17.9741 32.7611 29.4600
H -18.0410 34.1645 28.5793
```

Properties
Charge = -1
HOMO = -7.62 eV

Here are the Mulliken charges for atoms 1 to 4, given in e: number 1, O, carries -0.867; number 2, O, carries -0.668; number 3, O, carries -0.688; number 4, O, carries -0.714



Stability, highest: two



one:
Molecular formula: C5H6S
Method: DFT, ωB97M-V/def2-TZVPD

Structure (XYZ):
```
12
Properties=species:S:1:pos:R:3
S -2.5709 -0.0337 -0.5987
C 1.2237 -0.2644 0.0039
C -1.3365 -0.6182 0.3143
C 2.1373 0.3400 0.4180
C -0.0525 -0.8998 -0.4886
C 3.2893 1.2652 0.9018
H 0.3283 -1.8881 -0.4499
H 2.7704 1.9933 1.5180
H 4.0937 0.6847 1.5425
H 0.0421 -0.5349 -1.6226
H -1.3682 -0.6353 1.4939
H 3.7000 1.9823 0.2017
```

Properties
SMILES = CC#CCC=S
Charge = 0
HOMO = -8.84 eV

Here are the Mulliken charges for atoms 1 to 4, given in e: number 1, S, carries -0.200; number 2, C, carries -0.484; number 3, C, carries -0.187; number 4, C, carries 0.705



two:
Molecular formula: C5H6S
Method: DFT, ωB97M-V/def2-TZVPD

Structure (XYZ):
```
12
Properties=species:S:1:pos:R:3
S -1.8117 -0.6149 -0.2627
C -1.2463 1.0980 0.0233
C 1.4991 -1.0556 -0.3622
C 0.7609 -0.0345 0.3701
C -0.2026 -1.0865 0.3849
C 0.2688 1.1302 -0.0717
H -1.9111 1.8275 -0.6708
H -1.6629 1.4191 0.9650
H 1.7210 -0.9639 -1.3567
H -0.3112 -1.9783 0.9371
H 2.0346 -1.7636 0.1994
H 0.8614 2.0225 -0.1558
```

Properties
SMILES = C1=C2C[C@@H]2SC1
Charge = 0
HOMO = -7.61 eV

Here are the Mulliken charges for atoms 1 to 4, given in e: number 1, S, carries -0.154; number 2, C, carries -0.480; number 3, C, carries -0.748; number 4, C, carries 0.621



three:
Molecular formula: C5H6S
Method: DFT, ωB97M-V/def2-TZVPD

Structure (XYZ):
```
12
Properties=species:S:1:pos:R:3
S -0.0972 1.9807 -0.0776
C -1.9516 -0.4929 -0.0894
C 3.0016 0.0273 -0.3362
C 1.8654 0.0256 0.3353
C -0.5794 0.1448 -0.3015
C 0.5052 0.3211 0.6962
H 0.0400 -0.1963 -1.2545
H -2.3077 0.1648 0.8064
H -1.8946 -1.7005 0.0347
H -2.6128 -0.4144 -0.9632
H 3.9520 -0.1422 -0.6629
H 0.0792 0.2821 1.8127
```

Properties
SMILES = C#C[C@H]1S[C@@H]1C
Charge = 0
HOMO = -8.89 eV

Here are the Mulliken charges for atoms 1 to 4, given in e: number 1, S, carries -0.129; number 2, C, carries -0.892; number 3, C, carries -0.205; number 4, C, carries -0.486



four:
Molecular formula: C5H6S
Method: DFT, ωB97M-V/def2-TZVPD

Structure (XYZ):
```
12
Properties=species:S:1:pos:R:3
S -2.6516 -0.3126 -0.0257
C 2.8635 -0.9256 -0.1594
C 1.1669 0.8415 0.0906
C -1.1846 0.4739 -0.1472
C 0.1069 0.0085 0.3201
C 2.5459 0.3446 -0.0059
H 3.2486 1.1372 -0.0605
H 0.4140 -0.9503 0.8335
H 2.0018 -1.6558 -0.1482
H 3.9591 -1.3352 -0.2384
H 0.9641 1.8937 0.1377
H -1.1539 1.4537 -0.7022
```

Properties
SMILES = C=C/C=C/C=S
Charge = 0
HOMO = -8.59 eV

Here are the Mulliken charges for atoms 1 to 4, given in e: number 1, S, carries -0.226; number 2, C, carries -0.602; number 3, C, carries -0.152; number 4, C, carries -0.433



Stability, highest: four